(1)
The following is a DFT calculation (ωB97M-V/def2-TZVPD) of a molecular structure, C57H127N7O3.

Results
Energy above the lowest of the compared OMol25 structures with the same formula, charge and spin (kcal/mol): 80.3
DFT total energy (eV): -77679.334
LUMO level (eV): -10.78
Net charge: +6

Structure (XYZ):
```
194
Properties=species:S:1:pos:R:3:forces:R:3
H 3.97255 -2.56535 -1.41146 0.05 0.43 0.27
C -6.93542 -3.59000 -1.93770 -0.05 0.82 -1.48
H -1.61771 8.64377 1.36504 -0.10 -0.39 -0.01
H 0.29657 3.43163 -0.36566 -0.04 -0.01 0.04
H -4.60547 1.59280 -5.18201 -0.67 0.26 0.11
C -4.34665 -2.80238 -3.67204 -0.22 -0.02 0.82
H 1.80794 7.43589 1.63862 -0.25 0.05 -0.07
C 1.25409 7.04232 2.48704 -0.58 -0.75 0.42
H -8.00996 -3.67597 -1.78644 0.17 -0.41 0.86
H -0.82999 0.24091 -2.20342 -0.89 0.44 -3.93
H 2.75480 1.48973 4.68847 -0.11 0.09 -0.46
C -1.40212 -9.26435 3.23168 -0.38 0.74 -0.78
H -5.59558 -0.85897 -1.23964 -0.29 -0.19 0.15
C 3.09529 3.64765 -0.77412 0.94 -0.32 0.80
H 2.90201 -0.27268 4.40638 0.07 0.06 0.45
H 4.97254 -3.01224 -3.70638 0.11 0.28 0.28
H 0.17121 9.33546 4.03255 0.53 0.04 -0.17
C 1.64649 7.67283 3.83230 0.12 2.08 -0.77
H -2.01188 6.27024 1.69843 -0.06 -0.36 -0.43
H -1.26224 -9.34706 4.30675 0.29 0.00 -0.08
H -0.11115 9.25672 1.91668 0.42 0.07 -0.57
H -3.32090 -0.35242 6.13040 0.29 0.43 -0.42
H -2.58532 -4.51598 -0.77594 0.13 -0.28 0.14
C -1.00818 5.89427 1.89442 1.44 1.64 -0.89
H -1.71503 7.79364 3.99749 -0.10 0.02 -0.75
H -2.65818 -6.29566 0.93939 0.38 -0.12 -0.39
H 2.12635 5.17982 -6.05901 -0.22 0.22 0.17
H 3.93585 -2.93544 -5.06167 -0.32 0.24 -0.07
H -5.96063 0.22070 1.57607 0.21 0.13 0.24
C 2.28456 0.67011 2.09792 -0.50 0.17 -1.26
H 1.45476 2.60635 -2.85520 -0.01 -0.06 -0.06
C -0.70468 7.42431 3.82617 0.03 0.67 -0.06
H -1.04792 3.21856 0.74219 -0.39 0.41 -0.46
C -0.80879 -0.08081 -0.84561 -0.69 -1.06 3.58
H 1.36195 -1.40271 -3.51542 -0.25 0.10 -0.39
H 2.35994 5.84229 -4.39876 -0.20 0.14 -0.25
H -0.97733 5.65525 -0.12071 0.12 -0.69 -0.57
H -4.01912 0.34402 -2.43865 0.20 -0.12 -0.04
H 3.94821 3.03471 -2.69493 0.13 0.05 0.21
H -7.56279 -1.68013 -2.99430 0.15 0.00 0.48
H -1.30106 -3.28693 -0.64308 -0.19 0.03 -0.21
H 4.11101 3.72310 -0.37794 -0.06 0.35 0.23
H -4.06574 -1.72848 1.71386 -0.25 -0.07 -0.17
O -1.05653 -0.52866 0.28628 0.20 -0.06 0.06
H -6.51043 -4.55023 -2.22642 -0.44 0.01 -0.60
H 4.58426 5.26305 1.88589 -0.23 0.05 0.36
H 0.53472 -1.98147 3.73148 -0.01 0.11 -0.08
H -0.32876 -2.63117 5.07664 0.18 0.24 0.29
H -1.04888 -5.51434 3.98780 0.06 0.19 -0.37
H 0.70516 0.06385 4.85934 -0.10 0.15 0.36
H 4.97964 2.93665 -4.74151 -0.03 -0.08 -0.08
H 2.20222 7.02168 4.50207 -0.42 -0.22 0.04
H -4.19917 -1.94417 -1.19938 0.19 0.43 -0.46
H -4.46906 -2.85430 -4.75154 -0.41 0.06 0.09
N -5.42201 -1.99129 -2.99658 -0.84 1.69 -0.33
H 0.09038 2.77593 -4.63687 -0.09 0.06 0.00
C -5.24312 -1.85351 -1.50289 1.05 -1.24 0.29
H 3.04857 -1.02482 -1.88970 0.23 -0.10 -0.23
H 4.32405 0.73403 4.85346 0.10 -0.16 -0.19
O 0.12138 0.69368 -1.21895 1.47 0.62 0.55
C -0.33683 -7.81225 1.51055 -0.68 -0.23 0.42
H 0.54110 3.57535 -6.15574 0.05 0.35 0.04
H 3.47284 4.75832 -2.61358 1.00 0.02 0.65
H -3.33646 -0.15082 -4.01335 0.03 -0.28 0.26
C -1.95118 -5.80728 1.61202 0.70 -1.09 -0.28
H 4.87675 -1.02738 3.21689 -0.03 0.49 0.27
C -4.21338 0.24877 -3.50561 -0.80 0.12 -0.57
N -0.28239 7.22731 2.29071 -0.08 -1.77 2.74
H 0.07991 -9.99130 1.86383 -0.32 0.40 -0.87
H 4.55474 5.34411 -6.18345 -0.73 0.26 -0.18
H 1.51297 0.30151 2.77191 0.14 0.90 0.60
H 4.90875 -1.10485 -6.31410 0.10 0.43 -0.24
C 4.09058 4.87100 -5.32190 0.65 -1.86 0.96
C -0.55375 8.40868 1.39810 -0.69 -0.19 1.08
H 5.56677 0.38716 -5.47985 -0.08 -0.04 -0.39
H 0.12251 -2.92110 -2.55286 -1.06 -0.07 -0.44
N -2.50805 -0.72348 4.12294 1.38 -0.03 -0.10
C -6.86018 -2.50658 -3.05101 1.58 -2.11 -1.25
H -4.68160 -2.08407 3.31641 -0.21 0.05 0.01
H -1.20401 0.79022 3.50283 0.29 -0.08 -0.03
H 2.17060 -2.48149 -1.36520 0.23 0.35 0.80
C 3.21792 -1.46168 1.90843 0.39 0.02 -1.14
C 3.08191 -2.10754 -1.83584 -1.28 -1.95 -1.01
H 2.07272 1.62738 1.62699 -0.35 0.01 0.29
C 2.59851 5.03327 -5.08880 -0.11 1.15 0.16
C 4.62917 1.91419 2.44226 -1.49 0.73 1.28
N 1.96610 3.76310 -4.53337 0.61 -0.76 -1.00
C 0.53721 3.66766 -5.07340 0.90 -0.07 1.02
H 3.37796 -0.50152 -4.35273 0.20 0.56 -0.13
H 5.75628 4.80471 3.16308 -0.33 0.19 0.16
H -0.43062 -0.54390 6.13762 0.54 0.12 0.09
C -1.02043 -4.79360 0.84423 -1.46 -0.12 0.65
H -2.07166 -2.80627 3.69647 -0.35 0.17 0.04
H -3.05631 0.30602 2.31432 0.25 -0.21 0.01
H -0.39519 -7.06647 4.35633 0.37 -0.17 -0.24
C 4.14689 3.32697 2.93091 0.23 -0.70 -0.13
C -3.16460 -1.14184 5.39578 0.35 -0.62 0.56
H -2.78452 -7.46979 3.64868 -0.39 -0.78 0.30
H -1.49101 -1.66048 2.51003 0.22 0.33 0.03
H -0.58582 6.52125 4.42732 -0.19 -0.66 -0.97
H 4.13571 3.43417 4.01602 0.11 -0.48 0.07
H -5.62550 -0.80175 -4.79789 0.09 -0.50 0.05
H 0.45777 3.30938 1.39296 0.63 0.56 0.02
H -6.88144 -2.89175 -4.07217 -0.75 -0.27 0.09
C 3.38766 0.69433 4.29948 0.28 0.02 -0.54
H 2.89417 1.82417 -4.56008 0.06 0.17 0.30
H 0.47069 -6.06994 3.10813 0.11 0.31 0.55
C -0.31717 -1.78777 4.38576 0.54 -0.98 -0.20
H 1.38544 5.96227 2.54811 0.12 0.00 -0.22
H -2.90107 -8.14753 1.99850 -0.23 -0.43 0.25
H -6.63065 -2.57105 -0.08668 0.11 -0.30 0.31
H -4.14874 -1.58106 5.25214 0.26 -0.31 -0.32
H 4.53289 3.07168 -6.45662 0.22 -0.20 0.13
H 2.74395 2.69557 -0.36715 -0.25 -0.26 -0.63
H 4.72368 5.16112 -4.48363 -0.36 0.31 0.15
H -0.92898 -8.09434 0.63922 -0.06 0.18 -0.06
H -6.34105 -0.08247 -3.40805 -0.02 -0.23 0.38
N 2.92477 -2.76935 -3.18868 0.38 -0.21 -2.85
C -0.27441 5.30310 0.64011 -1.90 -0.06 -0.17
H 1.43333 -0.96103 0.71663 -0.54 0.72 0.51
H -4.31821 -3.80251 -3.24324 -0.04 0.01 -0.02
H -2.52813 -3.31484 0.55762 -0.35 -0.06 -0.20
C -2.26582 -8.03569 2.87587 0.48 1.38 -0.27
H -3.42833 -2.26167 -3.44943 0.10 -0.23 0.01
H 4.72971 1.94232 1.35949 0.28 -0.27 0.04
H -1.83996 -10.19219 2.87063 -0.51 0.17 0.29
C 0.35845 8.31215 4.36177 -0.08 0.39 0.60
H 0.33359 8.38693 5.44912 -0.06 -0.24 0.00
C -0.11692 3.76791 0.58245 -0.44 0.00 0.48
H -5.44201 -3.84505 -0.38482 0.40 0.28 -0.14
H 2.27793 8.54411 3.65100 0.50 -0.35 -0.09
C 3.24187 3.74726 -2.27224 -2.13 0.69 -1.53
C -0.23226 -0.44030 5.07241 -1.45 0.53 -0.08
H 2.31068 2.33966 -6.06071 0.35 0.48 -0.41
H -1.85876 1.13582 5.08101 -0.07 -0.27 0.24
H 5.77770 4.05796 1.64242 -0.13 -0.24 -0.11
C -4.45759 1.65275 -4.10587 0.90 -0.16 0.83
H -6.57396 -1.40442 2.05601 -0.28 0.32 -0.41
H -5.16147 2.21581 -3.49355 -0.72 -0.18 -0.67
H 1.09723 -5.39143 -3.50062 -0.03 -0.75 0.88
C 4.23092 3.30909 -5.43717 0.18 0.58 -0.89
C -1.94152 -3.97289 -0.08637 0.85 0.63 0.46
C -1.42549 0.34342 4.47402 -0.49 -0.11 -0.98
C 4.37813 -0.92358 -4.24060 0.24 -1.84 0.23
C -1.59042 -1.83421 3.58360 -1.32 -0.06 -0.53
H -6.22061 -0.34116 3.33522 -0.46 0.90 -0.33
H -0.16313 -3.68191 -4.20998 -0.12 -0.07 0.27
C 2.86820 2.70836 -5.20047 -0.94 -0.94 0.92
C 4.30978 -0.57056 2.40660 0.88 0.67 0.02
H 0.52247 -7.24115 1.16793 0.12 -0.11 0.32
C 1.36830 -4.58425 -2.81765 -0.75 -0.78 -2.24
C 2.79893 -4.30412 -3.17777 -0.26 0.83 1.65
C -3.54626 -0.23906 3.12076 0.07 0.62 1.19
H 4.84794 -0.62075 -3.30376 -0.20 0.44 -0.01
H -0.19162 8.20803 0.39392 0.28 0.15 0.14
C 5.07954 4.43720 2.39390 0.39 -0.41 -0.54
H 2.95718 -4.68402 -4.18314 0.69 0.27 0.09
H 0.61870 5.83939 0.32255 0.33 -0.10 0.72
N 3.64805 0.77499 2.79067 -0.49 -1.29 1.25
H 2.47142 4.39418 -0.28430 0.10 0.29 -0.37
C 0.54164 -3.42166 -3.42720 1.19 1.18 1.76
H 3.09230 3.39203 2.65104 0.04 0.47 -0.39
H 1.70357 -2.35080 -4.99274 0.39 -0.16 0.09
H -2.44690 -1.84476 5.81539 -0.53 -0.22 0.44
C -5.91733 -0.57273 2.31444 0.91 -2.32 1.11
H 0.06768 4.56716 -4.68199 -0.43 -0.08 -0.44
C 1.57695 -2.39394 -3.91330 0.69 0.41 1.20
C 5.33781 -0.67427 -5.41029 -0.34 -0.25 0.56
H 5.50533 1.59284 3.00229 0.41 0.20 -0.53
C 1.88476 3.59777 -3.01315 0.23 -0.60 -0.37
H -0.15066 -5.17854 0.31405 -0.32 -0.66 0.00
C -0.48345 -6.33652 3.55397 -0.57 -0.98 -0.74
H 2.75991 -1.98100 2.75140 -0.49 0.17 -0.14
H -4.02213 0.48997 3.78143 -0.59 0.18 -0.52
C 4.12392 -2.45228 -4.10265 -0.08 0.40 0.24
H 2.88456 -0.15547 0.20240 0.14 -0.11 0.00
H 5.02731 -0.25486 1.64932 -0.07 -0.50 -0.26
C 2.33597 -0.48094 1.08902 1.55 -0.61 0.44
H -3.56533 2.27075 -3.97244 0.30 -0.30 -0.09
H -1.12424 5.24414 2.75895 0.68 0.03 0.05
H 3.43729 -4.70550 -2.39254 0.59 -0.08 -0.56
H 3.66160 -2.23110 1.27498 -0.03 -0.10 0.07
C -4.53557 -1.28244 2.59307 0.40 1.05 -0.47
C -5.46738 -0.64858 -3.73059 1.08 1.20 0.37
H 0.76860 -9.07429 3.00460 -0.02 0.93 0.14
H 1.21117 -4.86166 -1.77921 -0.28 0.26 -0.06
N -1.26323 -6.95613 2.38501 0.47 0.63 -0.22
C -6.01504 -3.04795 -0.85178 -1.37 1.67 0.36
O -1.58248 -0.37278 -1.91542 0.23 -0.16 0.05
H 1.11907 4.30773 -2.69855 0.27 0.24 0.22
H -0.61531 -4.07054 1.55560 0.09 -0.08 0.15
H 6.27906 -1.19383 -5.22917 0.02 0.03 0.03
H -2.63043 -5.32790 2.31799 0.40 0.35 0.19
C -0.12322 -9.04895 2.37394 0.96 -1.17 0.99
```
Positions in Å, forces in eV/Å.


(2)
The following is a DFT calculation (ωB97M-V/def2-TZVPD) of 2 unconnected molecules or ions with the total composition C2H4ClNO.

Results
Energy above the lowest of the compared OMol25 structures with the same formula, charge and spin (kcal/mol): 98.4
DFT total energy (eV): -18194.820
LUMO level (eV): 0.41
Net charge: 0

Structure (XYZ):
```
9
Properties=species:S:1:pos:R:3:forces:R:3
H 0.46936 -0.00212 -1.51800 0.69 -2.11 0.09
Cl 2.11565 -1.33660 -0.51712 -0.67 0.44 -0.32
H -0.96261 2.01478 0.17186 -0.51 0.20 -0.52
C -0.36732 -0.70072 0.01531 -4.66 2.98 2.35
O 0.37766 1.66588 1.59215 0.02 -0.16 0.08
N 0.45587 -0.96678 -1.04671 1.63 1.62 -1.56
H -0.25014 -1.21021 0.98117 0.19 -0.11 -0.70
C -0.32239 1.31295 0.70795 0.58 -3.10 -0.51
H -1.51608 -0.77718 -0.38660 2.71 0.23 1.09
```
Positions in Å, forces in eV/Å.


(3)
The following is a DFT calculation (ωB97M-V/def2-TZVPD) of a molecular structure, C7H11F3N3.

Results
Energy above the lowest of the compared OMol25 structures with the same formula, charge and spin (kcal/mol): 17.8
DFT total energy (eV): -20052.407
LUMO level (eV): -2.78
Net charge: +1

Structure (XYZ):
```
24
Properties=species:S:1:pos:R:3:forces:R:3
F -2.06953 -1.65852 -1.43905 -0.20 -0.05 0.43
H 0.64502 -0.55645 -2.60524 0.76 0.23 -0.10
H -0.80051 3.03233 0.87942 0.06 0.51 -0.49
C 1.02890 -0.42326 -1.60273 -1.63 -0.64 -0.53
N 2.16956 -1.00438 -1.07239 -1.18 0.70 1.17
H -2.50293 3.39515 0.90136 0.14 -0.93 -0.46
H 2.98040 -2.41535 1.63409 -0.68 0.00 -0.29
H 3.24844 -0.70708 1.96877 -0.34 -0.54 -0.43
C -1.68969 0.48781 -0.59852 2.39 -0.69 -0.74
C 3.08960 -1.44606 1.14466 1.75 0.92 1.81
F -3.69204 -0.68166 -0.41388 -0.11 -0.43 0.86
F -1.93799 -1.54044 0.72721 -0.94 0.87 -0.50
H 0.48304 -0.40972 1.46700 -0.24 0.21 0.92
C 0.20127 -0.10621 -0.55517 -3.24 1.38 -3.82
H -1.93455 0.92528 -1.66548 0.70 -0.99 2.28
C -1.73136 2.81505 0.34280 0.32 -1.43 4.36
N 0.86417 -0.35074 0.55417 2.67 -1.54 0.86
H 4.10291 -1.47609 0.70699 -0.61 0.03 -0.38
H -1.70639 3.14413 -0.60720 0.19 0.88 -3.35
C -2.38948 -0.87512 -0.37822 1.46 0.07 -1.71
C 2.05724 -0.94053 0.23858 -0.15 -0.25 0.93
H -1.51035 0.98965 1.33828 -0.49 -0.02 -0.19
N -1.85348 1.33107 0.44712 -0.91 1.65 0.47
H 2.94772 -1.52886 -1.41259 0.28 0.08 -1.09
```
Positions in Å, forces in eV/Å.


HOMO level values, unit eV, following the record order: -20.34, -8.34, -12.81.
F_max values, unit eV Å⁻¹, following the record order: 4.05, 6.01, 5.20.